C17H19AsClF6MgO2 as an isolated structure. Source: the Open Molecules 2025 dataset; level of theory: the ωB97M-V functional and the def2-TZVPD basis.

```
47
Properties=species:S:1:pos:R:3:forces:R:3:lowdin_spin:R:1
C 1.720902 -1.245264 0.455866 0.0 0.0 0.0 0.04
C -1.386499 -0.739657 2.570151 0.0 0.0 0.0 -0.01
F -0.927516 3.342304 -0.442004 0.0 0.0 0.0 0.00
O -1.789724 0.276820 -0.613815 -0.1 0.0 0.0 0.01
C -0.500319 -2.540080 0.122613 0.0 0.0 0.0 0.06
As -0.466535 3.844144 1.175737 0.0 0.0 0.0 0.00
H -1.520122 0.099069 3.251108 0.0 0.0 0.0 0.00
H -3.920419 -0.893263 -1.440918 0.0 0.0 0.0 0.00
C 2.171756 -0.295437 1.331934 0.0 0.0 0.0 0.17
H 2.478621 -2.990874 -0.538939 0.0 0.0 0.0 0.00
C 1.223190 0.954523 3.423792 0.0 0.0 0.0 0.03
H 0.265302 1.252640 3.844345 0.0 0.0 0.0 0.00
H 1.774493 1.856409 3.158149 0.0 0.0 0.0 0.01
C 3.509598 0.354576 1.402061 0.0 0.0 0.0 0.03
Mg -0.290968 1.157641 0.207921 0.0 0.0 0.0 0.01
F 0.433927 5.154950 0.587145 0.0 0.0 0.0 0.00
F -1.909900 4.705554 1.397334 0.0 0.0 0.0 0.00
H -0.335258 -2.565113 -0.957086 0.0 0.0 0.0 0.01
C -0.885421 -0.150401 -2.783743 0.0 0.0 0.0 0.00
C -3.290047 -1.393740 -3.417944 0.0 0.0 0.0 0.00
F -1.265689 2.297237 1.657574 0.0 0.0 0.0 0.00
H 3.423742 1.428022 1.212004 0.0 0.0 0.0 0.01
C -2.258926 -1.328938 -4.375757 0.0 0.0 0.0 0.00
H -4.220752 -1.878879 -3.682446 0.0 0.0 0.0 0.00
C -1.916395 -0.206519 -1.796280 0.0 0.0 0.0 0.00
H 4.200931 -0.063055 0.673395 0.0 0.0 0.0 0.00
H -2.211976 -0.719352 1.856940 0.0 0.0 0.0 0.00
F 0.052207 4.061399 2.783405 0.0 0.0 0.0 0.00
H -0.290309 -0.656117 -4.799180 0.0 0.0 0.0 0.00
H -1.468201 -1.660566 3.152576 0.0 0.0 0.0 0.00
C 0.374651 0.467896 -2.534691 0.0 0.0 0.0 0.00
F 0.920486 2.714354 0.891139 0.1 0.0 0.0 0.01
H 1.966292 -1.710488 -1.627738 0.0 0.0 0.0 0.00
H -1.559157 -2.371903 0.309121 0.0 0.0 0.0 0.00
H 1.792657 0.442448 4.205770 0.0 0.0 0.0 0.01
C 0.343321 -1.508179 0.774293 0.0 -0.1 0.0 0.33
H 3.951441 0.241719 2.395105 0.0 0.0 0.0 0.01
C -3.126688 -0.851244 -2.175043 0.0 0.0 0.0 0.00
H 3.477977 -1.552717 -0.740265 0.0 0.0 0.0 0.00
O 0.759193 0.995128 -1.479907 0.1 0.0 0.0 0.00
H 1.079519 0.468968 -3.379398 0.0 0.0 0.0 0.00
C 2.451476 -1.906438 -0.667410 0.0 0.0 0.0 0.00
Cl -2.507524 -2.032761 -5.946757 0.0 0.0 0.0 0.00
C -1.085377 -0.716036 -4.065217 0.1 0.0 0.0 0.00
C 1.061631 0.054805 2.249551 -0.1 0.0 -0.1 0.21
H -0.238566 -3.532794 0.505699 0.0 0.0 0.0 0.02
C -0.061026 -0.660788 1.869813 0.1 0.0 0.1 0.04
```
Forces are in eV/Å.

Output
- HOMO energy (spin up / spin down) (eV) = -8.4 / -8.5
- total energy (Ha) = -4305.1884
- 2S+1 = 2
- largest force on an atom (eV/Å) = 0.1
- net charge = 0
- LUMO (spin up / spin down) (eV) = -0.5 / -1.8